9 unconnected molecules or ions with the total composition C44H112ClN8O18. Source: the Open Molecules 2025 dataset; level of theory: ωB97M-V with the def2-TZVPD basis set.

Structure (XYZ):
```
183
Properties=species:S:1:pos:R:3:forces:R:3:lowdin_charge:R:1
Cl 9.72534 19.45398 -4.03123 1.31 1.68 -0.45 0.638
O 9.45868 20.70212 -3.35029 -0.12 0.52 0.55 -0.394
O 8.57578 18.61870 -3.86612 -0.10 -0.74 -0.38 -0.339
O 9.99729 19.80432 -5.42066 -0.50 -0.82 0.16 -0.373
O 10.92806 18.87387 -3.47348 -0.44 -0.52 0.03 -0.363
C 7.83126 9.74522 -3.57568 0.60 0.74 -0.43 -0.120
O 7.85299 11.14696 -3.31994 0.25 -0.68 -0.08 -0.180
C 8.77680 11.82688 -4.19970 -1.01 0.13 0.50 -0.211
C 8.84581 13.25206 -3.72802 0.23 -1.21 0.01 -0.250
N 7.65693 13.94226 -4.17008 1.23 1.32 1.29 0.003
C 7.87567 15.37664 -3.80861 -2.35 -0.50 -1.12 -0.181
C 7.41745 15.70382 -2.40543 -0.57 -0.41 0.68 -0.186
O 6.11377 15.13240 -2.09562 0.17 0.49 0.11 -0.181
C 5.46820 15.83532 -1.02709 0.35 -0.16 -0.69 -0.113
H 6.98306 9.20622 -3.15361 -0.15 0.57 0.26 0.079
H 8.75120 9.30808 -3.18746 0.15 -0.30 0.01 0.077
H 7.81134 9.60566 -4.65653 -0.03 -0.32 -0.22 0.075
H 8.29822 11.87129 -5.17800 0.27 -0.52 -0.52 0.105
H 9.77636 11.39279 -4.22318 -0.05 -0.40 -0.01 0.117
H 9.73509 13.72942 -4.13963 0.34 -0.05 0.15 0.081
H 8.96955 13.12245 -2.65285 -0.26 0.72 0.25 0.119
H 7.72233 13.84797 -5.17353 -0.57 0.56 -0.43 0.056
H 7.21463 15.94121 -4.46617 -0.20 0.04 -0.08 0.089
H 8.85269 15.79802 -4.04520 0.52 -0.27 0.40 0.107
H 7.37686 16.78944 -2.31663 0.03 0.16 0.09 0.095
H 8.10467 15.32729 -1.64778 0.26 -0.02 0.16 0.107
H 5.25746 16.85023 -1.36421 0.10 0.31 0.27 0.065
H 6.05194 15.83571 -0.10658 0.37 0.23 0.01 0.083
H 4.51335 15.38683 -0.75285 0.01 -0.42 -0.48 0.079
C 10.58496 17.69369 -11.01274 0.30 0.64 0.33 -0.123
O 10.67165 16.94180 -9.81895 0.50 1.00 0.02 -0.209
C 10.19535 17.69336 -8.67415 -0.89 -1.61 0.70 -0.170
C 10.75756 17.00465 -7.40653 -0.23 -0.25 -1.53 -0.160
N 10.47440 15.53936 -7.44528 0.16 2.08 1.68 -0.034
C 11.36518 14.94161 -6.44771 -0.04 -1.75 -0.82 -0.187
C 11.11472 13.42566 -6.40849 0.47 -0.49 0.28 -0.203
O 11.67644 12.78543 -5.25638 1.72 0.18 0.19 -0.210
C 13.13013 12.94439 -5.21446 -0.83 0.52 -0.47 -0.081
H 9.57089 17.89486 -11.35810 -0.40 -0.52 -0.02 0.082
H 11.18613 17.24051 -11.80099 -0.16 -0.25 0.13 0.085
H 10.97472 18.69617 -10.83607 0.38 0.16 -0.02 0.079
H 9.11650 17.56304 -8.75895 -0.40 0.14 0.54 0.109
H 10.35280 18.77108 -8.63146 0.70 0.01 -0.52 0.123
H 10.44220 17.47475 -6.47505 -0.45 -0.07 -0.13 0.102
H 11.83521 17.16277 -7.44861 0.41 0.05 -0.02 0.098
H 10.61972 15.22436 -8.39384 0.35 -0.37 0.11 0.080
H 11.34738 15.34203 -5.43408 -1.03 0.36 -0.01 0.117
H 12.41739 15.08477 -6.69358 0.35 0.10 -0.42 0.092
H 11.53147 12.93959 -7.29062 0.38 0.12 -0.36 0.115
H 10.07532 13.10213 -6.46386 -0.21 0.57 0.45 0.097
H 13.52800 12.89021 -6.22781 0.08 -0.47 -0.20 0.081
H 13.64921 12.24529 -4.55878 -0.64 -0.38 -0.07 0.085
H 13.45638 13.93094 -4.88528 -0.43 0.31 0.31 0.059
C 10.08526 22.32801 -0.09932 0.80 -0.53 -0.47 -0.072
O 11.46303 21.98645 0.22632 -1.01 0.62 0.30 -0.183
C 12.25248 21.56013 -0.86197 -0.05 0.70 -2.00 -0.201
C 12.32519 22.56762 -2.08150 -0.15 -0.90 1.22 -0.205
N 13.09511 23.72658 -1.74980 0.61 -0.15 0.32 -0.060
C 12.94053 24.80207 -2.67339 0.62 1.94 0.90 -0.201
C 13.58027 26.05866 -1.97181 0.59 -1.33 -0.38 -0.206
O 12.91684 26.22562 -0.73824 -0.31 0.61 0.10 -0.195
C 13.36131 27.34982 -0.03143 -0.87 0.67 0.60 -0.132
H 9.38663 22.08613 0.70161 0.45 -0.43 0.25 0.078
H 9.82457 21.77091 -0.99920 -0.38 0.03 -0.02 0.064
H 9.92568 23.39112 -0.27940 0.45 0.22 -0.20 0.078
H 11.89396 20.65382 -1.34998 -0.42 -0.44 0.41 0.101
H 13.24792 21.35483 -0.46820 0.00 0.19 0.03 0.114
H 11.31608 22.80059 -2.42140 -0.48 0.17 0.22 0.084
H 12.73851 22.08776 -2.96863 0.34 -0.34 0.19 0.084
H 12.86431 24.08198 -0.83300 -0.17 -0.26 0.20 0.103
H 11.88628 25.03375 -2.82496 -0.22 0.10 -0.41 0.089
H 13.40733 24.56893 -3.63039 -0.04 0.18 -0.03 0.103
H 13.65896 26.97496 -2.55687 -0.75 0.17 -0.25 0.112
H 14.61744 25.84462 -1.71379 0.39 -0.38 -0.19 0.112
H 12.74762 27.47620 0.86049 0.05 -0.58 0.25 0.084
H 13.13568 28.29092 -0.53295 0.30 0.09 -0.72 0.081
H 14.40605 27.35467 0.27938 0.24 -0.36 -0.23 0.087
C 5.12881 18.87057 1.06647 0.51 -0.77 0.22 -0.111
O 6.47369 18.88468 0.53398 -1.39 -0.01 0.44 -0.183
C 6.79118 19.93410 -0.35885 0.02 0.71 -0.66 -0.214
C 6.08158 19.86654 -1.74624 0.98 -0.66 1.48 -0.213
N 6.49455 20.96556 -2.58829 -0.50 0.50 -1.20 -0.032
C 5.64544 21.11768 -3.78913 -0.56 0.32 0.15 -0.175
C 5.91356 22.37804 -4.64883 0.49 -1.13 2.08 -0.236
O 4.87780 22.49068 -5.58091 -0.09 1.78 -0.32 -0.155
C 5.05143 23.73556 -6.27726 0.14 -0.20 -0.72 -0.102
H 4.33168 18.64287 0.35876 0.20 0.26 -0.53 0.072
H 4.81363 19.71255 1.68278 0.46 0.73 -0.37 0.079
H 5.06413 18.04903 1.77989 0.46 -0.27 -0.09 0.079
H 7.87591 19.94342 -0.46551 0.05 -0.35 -0.14 0.114
H 6.55775 20.91223 0.06169 -0.26 0.20 0.30 0.112
H 5.03234 19.87061 -1.45100 -0.32 0.24 -0.77 0.108
H 6.35456 18.89972 -2.16916 -0.30 -0.29 -0.23 0.094
H 7.42276 20.78078 -2.94097 0.51 -0.07 0.36 0.052
H 4.63095 21.09313 -3.39125 -0.30 0.52 -0.27 0.114
H 5.64841 20.32276 -4.53492 0.44 -0.72 0.22 0.095
H 6.90588 22.27647 -5.08825 0.09 -0.11 -0.55 0.111
H 6.02198 23.23213 -3.98034 -0.45 0.40 -0.01 0.103
H 5.33637 24.61462 -5.69921 0.05 -0.32 0.86 0.077
H 4.16059 24.06255 -6.81354 -0.25 -0.65 0.01 0.080
H 5.86311 23.62167 -6.99579 0.06 -0.07 -0.26 0.076
C 5.07173 17.64257 -5.34118 -0.34 -0.71 -0.24 -0.103
O 5.31664 16.44066 -6.10000 0.71 0.77 -0.74 -0.186
C 6.38505 16.61250 -7.06697 -0.38 0.57 0.63 -0.215
C 6.63642 15.40174 -7.92879 0.51 -1.06 1.68 -0.176
N 7.53211 14.39817 -7.28800 -0.53 -0.08 -0.86 -0.041
C 7.49529 13.14737 -8.02574 0.38 -0.34 -0.96 -0.205
C 8.07996 13.18635 -9.47293 0.34 0.42 1.33 -0.196
O 9.48255 13.48788 -9.34296 0.28 -0.38 -1.64 -0.221
C 10.13091 13.57178 -10.64944 -0.81 -0.25 0.65 -0.082
H 4.34044 17.35140 -4.58717 0.19 0.03 0.14 0.090
H 4.61982 18.44736 -5.92099 -0.08 -0.05 -0.51 0.078
H 5.94949 18.08784 -4.87280 0.37 -0.42 0.09 0.060
H 7.25979 16.95178 -6.51216 0.41 -0.15 -0.07 0.113
H 6.16978 17.39129 -7.79858 -0.52 0.56 0.20 0.114
H 7.07934 15.73031 -8.86899 -0.39 0.08 -0.31 0.105
H 5.67710 14.89175 -8.01656 -0.14 0.14 -0.63 0.126
H 8.48185 14.71610 -7.41850 0.54 0.57 0.45 0.058
H 6.47749 12.76286 -8.09152 -0.15 0.02 0.08 0.116
H 8.09362 12.39241 -7.51571 -0.01 -0.05 0.28 0.095
H 7.58331 13.96683 -10.04937 -0.01 0.01 -0.31 0.106
H 7.93689 12.21205 -9.94021 0.02 -0.11 -0.20 0.115
H 11.21136 13.67809 -10.55245 -0.18 0.42 0.40 0.087
H 9.67243 14.36872 -11.23491 0.25 0.39 0.10 0.080
H 9.99815 12.67775 -11.25869 -0.28 -0.48 0.25 0.074
C 17.51514 17.27853 -8.97086 -0.28 -0.79 0.63 -0.092
O 16.39613 17.14323 -8.08581 0.86 0.26 -0.58 -0.203
C 16.38309 16.07702 -7.14589 -1.28 1.04 1.31 -0.194
C 15.19498 16.49901 -6.22476 -0.42 -1.26 -1.35 -0.249
N 15.35571 17.74379 -5.57157 -0.29 1.65 1.14 -0.045
C 14.09887 18.28244 -4.98074 0.14 0.86 -0.37 -0.159
C 14.21824 19.73812 -4.41471 1.24 -1.35 0.22 -0.189
O 14.83066 20.61314 -5.35766 -0.23 -1.03 -0.48 -0.185
C 15.05798 21.89808 -4.88046 0.01 0.64 0.02 -0.127
H 17.56729 16.41373 -9.63230 -0.01 -0.09 -0.24 0.078
H 18.45957 17.31744 -8.42807 0.09 0.08 0.23 0.080
H 17.42819 18.18515 -9.56971 -0.35 -0.04 0.21 0.084
H 17.26336 15.97689 -6.51092 0.55 0.29 -0.34 0.117
H 16.14026 15.10723 -7.58020 0.09 -0.07 -0.34 0.113
H 14.88409 15.70960 -5.54045 0.56 -0.15 0.45 0.103
H 14.35319 16.49575 -6.91720 -0.49 0.29 -0.42 0.094
H 15.66953 18.45393 -6.21757 0.23 -0.09 -0.25 0.099
H 13.77574 17.60149 -4.19334 -0.09 0.18 0.20 0.107
H 13.27756 18.36291 -5.69283 -0.13 -0.47 -0.50 0.104
H 14.88334 19.62694 -3.55834 0.19 0.39 0.39 0.113
H 13.25621 20.10392 -4.05582 -0.21 -0.06 -0.24 0.099
H 15.52274 22.50411 -5.65815 -0.12 -0.19 -0.31 0.086
H 15.75973 21.94478 -4.04772 -0.06 -0.27 0.42 0.091
H 14.11803 22.37644 -4.60521 -0.08 0.17 0.21 0.060
C 9.18805 23.69434 -6.36606 -1.45 0.21 0.16 -0.069
C 9.99435 24.32549 -5.22258 -2.34 0.84 -1.67 -0.410
C 9.11587 24.48706 -3.92010 0.16 -0.42 -0.41 -0.127
O 7.86629 25.28119 -4.10742 2.37 -1.37 0.06 -0.222
C 7.24886 25.61873 -2.85942 -0.53 0.34 -2.06 -0.113
N 11.21161 23.58405 -5.18775 1.89 -0.49 1.53 0.048
H 9.05232 22.63969 -6.12654 0.22 -0.22 -0.26 0.070
H 9.63388 23.83676 -7.35047 0.49 -0.22 0.14 0.073
H 8.17668 24.07933 -6.49647 -0.17 0.32 0.28 0.051
H 10.19806 25.35365 -5.52174 0.39 0.16 0.00 0.130
H 9.74305 24.92449 -3.14332 -0.10 0.34 0.09 0.095
H 8.87743 23.47807 -3.58365 -0.42 -0.16 0.17 0.107
H 7.77308 26.46541 -2.41620 0.21 -0.43 0.68 0.084
H 6.99255 24.74184 -2.26488 0.51 0.10 0.40 0.086
H 6.31355 26.02031 -3.24933 -0.35 0.13 0.49 0.078
H 11.12484 22.59723 -4.99091 -0.75 -0.21 0.58 0.068
H 11.69323 23.52624 -6.07364 -0.24 0.78 -0.32 0.082
C 11.37456 14.58672 -2.09082 0.30 1.05 0.41 -0.051
C 12.47729 15.10831 -1.08388 -1.64 -0.57 -1.38 -0.424
C 12.47476 16.60588 -0.95941 -0.06 1.06 1.08 -0.169
O 13.44950 17.04746 0.02946 0.52 -2.06 -0.68 -0.188
C 13.88919 18.36200 0.01492 -2.06 0.89 0.01 -0.132
N 12.26841 14.50763 0.19520 0.85 -1.14 1.16 0.036
H 11.28160 15.19599 -2.98985 0.34 -0.04 -0.26 0.060
H 10.37720 14.64536 -1.65500 0.04 -0.09 0.30 0.055
H 11.58097 13.55133 -2.36187 -0.03 0.04 -0.04 0.075
H 13.38509 14.71565 -1.54193 0.52 0.38 0.48 0.135
H 11.52073 16.95485 -0.56426 -0.50 -0.24 0.04 0.133
H 12.48613 17.05536 -1.95236 0.89 0.42 -0.10 0.103
H 13.95536 18.68384 -1.02438 0.85 0.50 0.08 0.079
H 14.67112 18.60594 0.73407 0.88 -0.86 -0.69 0.088
H 13.11419 18.96809 0.48410 -0.66 0.50 -0.30 0.072
H 12.57153 13.54542 0.14635 0.11 -0.15 0.20 0.067
H 11.30964 14.45307 0.50807 -0.26 0.43 -0.31 0.075
```
Forces are in eV/Å.

Total charge: -1
E_HOMO, eV: -6.0
Strongest force on any atom, eV/A: 2.99